*one*
A single C4H6ClN molecule, computed with ωB97M-V/def2-TZVPD.

Calculated values
SMILES: Cl/C=C\[C@H]1CN1
HOMO level in eV: -9.33

Geometry as ORCA input:
```
! RIJCOSX wB97M-V def2-TZVPD def2/J DEFGRID3
* xyz 0 1
C -1.891 0.646 0.034
C -0.631 0.471 0.027
C 0.249 -0.624 0.039
C 1.604 -0.411 -0.596
H -2.475 1.587 0.084
H -0.136 1.483 0.286
H -0.346 -1.590 -0.297
H 1.765 0.691 -0.907
H 2.143 -1.313 -1.175
H 1.404 0.412 1.476
N 1.430 -0.647 0.938
Cl -3.116 -0.703 0.092
*
```

=====

*two*
2 unconnected molecules or ions with the total composition C4H6ClN, computed with ωB97M-V/def2-TZVPD.

Calculated values
SMILES: C/C=C/Cl.C#N
HOMO level in eV: -9.63

Geometry as ORCA input:
```
! RIJCOSX wB97M-V def2-TZVPD def2/J DEFGRID3
* xyz 0 1
C 1.846 0.635 -0.746
C 0.123 -1.060 0.840
C -0.730 -0.565 -0.039
C -1.163 0.780 -0.122
N 1.412 1.552 -1.243
Cl 0.740 -2.693 1.134
H 2.203 -0.259 -0.324
H 0.486 -0.386 1.724
H -1.082 -1.176 -0.762
H -0.602 1.301 -0.887
H -0.962 1.241 0.855
H -2.271 0.630 -0.430
*
```

=====

Which one is most stable, and which one is least stable? *two* is the most stable of them, while *one* is the least stable.

=====

*one*
A single C6H7ClS molecule, computed with ωB97M-V/def2-TZVPD.

Calculated values
SMILES: CC#C[C@H](C=S)CCl
HOMO level in eV: -9.00

Geometry as ORCA input:
```
! RIJCOSX wB97M-V def2-TZVPD def2/J DEFGRID3
* xyz 0 1
C -2.204 -2.081 -0.099
C -1.139 -1.045 -0.164
C -0.234 -0.285 -0.435
C 0.886 0.716 -0.455
C 0.600 2.014 0.288
C 2.079 0.024 0.256
H -2.386 -2.491 0.899
H -1.914 -3.002 -0.635
H -3.159 -1.701 -0.473
H 1.204 0.961 -1.465
H 1.410 2.698 0.230
H 0.370 1.739 1.355
H 1.780 -0.248 1.269
S 3.570 -0.114 -0.297
Cl -0.862 2.814 -0.274
*
```

=====

*two*
A single C6H7ClS molecule, computed with ωB97M-V/def2-TZVPD.

Calculated values
SMILES: C=C(C)/C=C(\Cl)C=S
HOMO level in eV: -9.17

Geometry as ORCA input:
```
! RIJCOSX wB97M-V def2-TZVPD def2/J DEFGRID3
* xyz 0 1
C -2.721 -1.791 -0.373
C -1.804 -0.597 0.069
C -2.468 0.275 0.740
C -0.307 -0.776 -0.263
C 0.441 0.305 -0.156
C 1.895 0.344 -0.130
H -2.643 -2.865 0.298
H -3.757 -1.250 -0.404
H -2.195 -1.969 -1.346
H -1.920 1.143 1.053
H -3.605 0.197 1.127
H 0.245 -1.714 -0.124
H 2.294 1.453 -0.039
S 2.814 -1.040 0.197
Cl -0.215 2.064 -0.179
*
```

=====

*three*
A molecular structure, C6H7ClS, computed with ωB97M-V/def2-TZVPD.

Calculated values
HOMO level in eV: -9.24

Geometry as ORCA input:
```
! RIJCOSX wB97M-V def2-TZVPD def2/J DEFGRID3
* xyz 0 1
C -0.713 -0.311 0.154
C 0.342 -0.548 1.190
C 1.241 -0.137 0.028
C 0.187 -0.762 -0.932
C 0.846 1.311 -0.128
C -0.493 1.266 -0.127
H -3.199 0.283 0.494
H 0.459 -1.607 1.339
H 0.433 0.101 2.115
H 0.072 -1.843 -1.041
H 0.070 -0.427 -1.884
H 1.349 2.274 -0.567
H -1.201 2.126 -0.353
S -2.274 -0.923 -0.154
Cl 2.879 -0.801 -0.134
*
```

=====

Which one is most stable, and which one is least stable? *one* is the most stable of them, while *two* is the least stable.

=====

*one*
A single C17H17NO3 molecule, computed with ωB97M-V/def2-TZVPD.

Calculated values
SMILES: C=CCNC(=O)COc1ccc(Oc2ccccc2)cc1
HOMO level in eV: -8.26

Geometry as ORCA input:
```
! RIJCOSX wB97M-V def2-TZVPD def2/J DEFGRID3
* xyz 0 1
C 4.900 2.820 0.529
C 5.860 2.265 -0.186
C 5.840 0.870 -0.737
N 4.578 0.196 -0.561
C 4.426 -0.870 0.238
O 5.332 -1.447 0.799
C 2.979 -1.358 0.366
O 2.089 -0.408 -0.176
C 0.746 -0.673 -0.141
C 0.173 -1.827 0.377
C -1.202 -1.980 0.365
C -2.022 -0.993 -0.165
C -1.447 0.156 -0.701
C -0.078 0.313 -0.683
H 0.377 1.201 -1.094
H -2.073 0.920 -1.137
O -3.369 -1.244 -0.207
C -4.268 -0.223 -0.038
C -4.024 0.881 0.771
C -5.007 1.839 0.938
C -6.234 1.705 0.311
C -6.481 0.596 -0.481
C -5.506 -0.366 -0.659
H -5.682 -1.237 -1.271
H -7.439 0.480 -0.967
H -6.996 2.458 0.445
H -4.811 2.694 1.568
H -3.073 0.980 1.274
H -1.654 -2.875 0.764
H 0.780 -2.613 0.796
H 2.903 -2.319 -0.162
H 2.779 -1.533 1.431
H 3.749 0.628 -0.940
H 6.594 0.262 -0.225
H 6.095 0.898 -1.805
H 6.762 2.815 -0.420
H 4.983 3.827 0.899
H 3.998 2.292 0.787
*
```

=====

*two*
A single C17H17NO3 molecule, computed with ωB97M-V/def2-TZVPD.

Calculated values
SMILES: CCCOc1ccccc1Cn1c(=O)oc2ccccc21
HOMO level in eV: -8.40

Geometry as ORCA input:
```
! RIJCOSX wB97M-V def2-TZVPD def2/J DEFGRID3
* xyz 0 1
C -5.175 -1.905 -0.341
C -3.741 -1.402 -0.261
C -3.504 -0.604 1.021
O -2.154 -0.211 1.173
C -1.619 0.715 0.330
C -2.355 1.610 -0.440
C -1.712 2.544 -1.233
C -0.332 2.600 -1.272
C 0.407 1.710 -0.511
C -0.218 0.767 0.287
C 0.574 -0.229 1.100
N 1.733 -0.717 0.397
C 1.681 -1.773 -0.485
O 0.722 -2.443 -0.748
O 2.924 -1.956 -1.015
C 3.751 -1.012 -0.473
C 5.092 -0.802 -0.703
C 5.691 0.241 -0.007
C 4.969 1.032 0.875
C 3.618 0.820 1.105
C 3.016 -0.216 0.416
H 3.060 1.442 1.788
H 5.469 1.834 1.396
H 6.740 0.438 -0.159
H 5.644 -1.422 -1.389
H 0.904 0.215 2.044
H -0.069 -1.087 1.318
H 1.486 1.747 -0.546
H 0.169 3.327 -1.892
H -2.300 3.230 -1.824
H -3.433 1.589 -0.427
H -4.176 0.263 1.072
H -3.698 -1.234 1.894
H -3.517 -0.775 -1.126
H -3.045 -2.243 -0.278
H -5.326 -2.468 -1.258
H -5.876 -1.072 -0.331
H -5.402 -2.553 0.502
*
```

=====

Which one is most stable, and which one is least stable? *two* is the most stable of them, while *one* is the least stable.

=====

*one*
A molecular structure, C19H44N8O2PPtSi, computed with ωB97M-V/def2-TZVPD.

Calculated values
HOMO level (spin up / spin down) in eV: -9.96 / -10.01

Geometry as ORCA input:
```
! RIJCOSX wB97M-V def2-TZVPD def2/J DEFGRID3
* xyz 1 3
Pt -0.800 -1.431 4.275
C -5.384 -2.515 1.735
N -4.256 -1.632 1.979
C -4.290 -0.327 1.409
C -3.196 -2.015 2.677
N -2.542 -1.181 3.443
N -2.803 -3.299 2.517
C -1.534 -3.831 2.761
N -1.372 -5.068 2.276
N -0.674 -3.282 3.595
H -6.308 -1.987 1.791
H -5.304 -3.343 2.469
H -5.288 -2.909 0.731
H -4.438 0.396 2.220
H -5.167 -0.298 0.766
H -3.370 -0.179 0.871
H -3.104 -0.310 3.570
H -3.272 -3.823 1.815
H -2.062 -5.402 1.599
H -0.563 -5.668 2.465
H 0.237 -3.772 3.754
O -0.331 0.343 -1.540
P 0.604 0.960 -2.470
N -0.228 1.817 -3.629
C 0.109 3.119 -4.318
C -0.743 3.102 -5.600
C -1.855 2.061 -5.354
C -1.600 1.397 -4.013
N 1.597 2.130 -1.763
C 1.488 2.395 -0.284
C 2.889 2.898 0.113
C 3.870 2.558 -1.078
C 2.963 2.459 -2.258
N 1.485 -0.220 -3.196
C 1.996 -0.342 -4.579
C 1.844 -1.857 -4.909
C 1.298 -2.492 -3.598
C 1.669 -1.536 -2.514
H 1.130 3.184 -4.578
H -0.205 3.928 -3.655
H -0.150 2.858 -6.444
H -1.159 4.087 -5.836
H -1.826 1.276 -6.128
H -2.916 2.503 -5.396
H -1.692 0.324 -4.018
H -2.406 1.718 -3.278
H 1.285 1.464 0.232
H 0.746 3.206 -0.035
H 3.246 2.371 1.037
H 2.912 3.936 0.430
H 4.309 1.558 -0.907
H 4.646 3.385 -1.162
H 3.293 1.714 -3.038
H 2.874 3.430 -2.790
H 3.056 -0.122 -4.681
H 1.478 0.365 -5.191
H 2.831 -2.335 -5.080
H 1.160 -1.974 -5.738
H 1.829 -3.422 -3.437
H 0.145 -2.597 -3.675
H 2.727 -1.639 -2.264
H 1.120 -1.545 -1.582
C 2.254 0.614 4.204
Si 1.326 -0.186 5.580
C 2.368 -0.065 7.115
C -0.304 0.907 5.715
O 0.982 -1.863 5.367
H 3.285 0.357 4.319
H 2.220 1.728 4.276
H 1.882 0.366 3.212
H 2.127 0.856 7.701
H 3.398 0.014 6.772
H 2.243 -0.878 7.799
H 0.056 1.923 6.114
H -0.996 0.546 6.519
H -0.842 1.095 4.796
*
```

=====

*two*
A molecular structure, C19H44N8O2PPtSi, computed with ωB97M-V/def2-TZVPD.

Calculated values
HOMO level (spin up / spin down) in eV: -9.90 / -9.90

Geometry as ORCA input:
```
! RIJCOSX wB97M-V def2-TZVPD def2/J DEFGRID3
* xyz 1 3
Pt 2.650 2.370 2.539
C 1.700 6.222 -0.829
N 1.481 4.804 -0.649
C 1.732 4.028 -1.869
C 1.426 4.242 0.581
N 2.165 3.233 0.876
N 0.634 4.858 1.593
C 0.368 4.242 2.822
N -0.830 4.558 3.400
N 1.144 3.326 3.336
H 2.077 6.298 -1.906
H 2.415 6.534 -0.093
H 0.734 6.749 -0.688
H 2.707 4.352 -2.240
H 0.934 4.329 -2.605
H 1.687 2.962 -1.621
H 2.510 2.708 0.101
H -0.104 5.464 1.295
H -1.442 5.263 3.001
H -1.193 3.912 4.090
H 0.915 2.964 4.242
O -0.973 -0.238 -1.145
P -1.663 -1.561 -1.375
N -2.004 -1.753 -3.007
C -2.043 -3.012 -3.696
C -2.324 -2.743 -5.203
C -2.810 -1.270 -5.216
C -2.167 -0.663 -3.976
N -0.597 -2.815 -0.980
C 0.741 -2.539 -0.548
C 1.231 -3.813 0.210
C -0.039 -4.559 0.517
C -0.936 -4.198 -0.714
N -3.065 -1.749 -0.467
C -4.285 -2.458 -0.999
C -5.434 -1.735 -0.259
C -4.898 -0.557 0.518
C -3.361 -0.843 0.625
H -2.857 -3.674 -3.247
H -1.026 -3.488 -3.628
H -3.066 -3.468 -5.643
H -1.386 -2.913 -5.776
H -3.932 -1.199 -5.147
H -2.524 -0.797 -6.118
H -2.754 0.234 -3.644
H -1.150 -0.321 -4.275
H 0.736 -1.625 0.107
H 1.388 -2.358 -1.399
H 1.837 -3.638 1.082
H 1.827 -4.462 -0.504
H -0.554 -4.215 1.451
H 0.112 -5.639 0.594
H -1.996 -4.343 -0.583
H -0.581 -4.839 -1.576
H -4.084 -3.538 -0.758
H -4.287 -2.417 -2.121
H -5.877 -2.482 0.402
H -6.217 -1.432 -0.981
H -5.316 -0.541 1.541
H -4.927 0.392 0.042
H -3.150 -1.351 1.594
H -2.853 0.134 0.631
C 3.243 -1.275 3.149
Si 4.060 0.432 3.604
C 5.468 0.107 4.919
C 5.174 1.174 2.153
O 2.909 1.387 4.351
H 2.421 -1.612 3.864
H 3.956 -2.068 3.071
H 2.779 -1.168 2.127
H 6.138 -0.672 4.586
H 5.055 -0.251 5.894
H 6.010 1.080 4.971
H 6.024 0.533 1.988
H 5.632 2.106 2.478
H 4.687 1.295 1.141
*
```

=====

Which one is most stable, and which one is least stable? *one* is the most stable of them, while *two* is the least stable.